A 2-piece molecular cluster, C2H3NO2 overall in a non-equilibrium geometry. Source: OMol25; level of theory: ωB97M-V with the def2-TZVPD basis set.

XYZ file:
```
8
Properties=species:S:1:pos:R:3:forces:R:3
C -3.700 0.097 0.048 1.964 -2.077 -2.952
C 0.276 0.777 -0.398 -1.445 7.148 -3.231
N -3.319 -0.703 -0.801 2.273 -0.814 0.615
O -4.067 0.947 0.689 -1.679 2.473 2.575
O 0.527 -0.172 0.266 1.692 -6.702 4.321
H 0.586 1.749 0.160 -0.555 -0.970 -1.373
H -0.070 0.665 -1.437 0.287 0.515 0.254
H -2.264 -0.941 -0.712 -2.536 0.428 -0.210
```
Forces are in eV/Å.

Energy relative to the best compared isomer or geometry (same formula, charge and spin)   48.7 kcal/mol
Multiplicity   3
Highest occupied orbital energy (spin up / spin down)   -7.0 / -10.9 eV

Formally, the Löwdin partial charges of the atoms, in units of the elementary charge, are as follows: -0.45 -0.27 0.13 0.20 0.06 0.13 0.09 0.11

=====

A 14-piece molecular cluster, C46H129N9O19 overall in a non-equilibrium geometry. Source: OMol25; level of theory: ωB97M-V with the def2-TZVPD basis set.

XYZ file:
```
203
Properties=species:S:1:pos:R:3:forces:R:3
C -0.907 -1.416 -6.459 -1.227 0.246 -0.582
C -1.987 -2.320 -7.213 1.006 0.765 1.077
O -2.798 -2.996 -6.252 0.045 0.866 -1.003
O -0.136 -2.087 -5.514 0.178 -1.745 0.088
H -1.478 -0.669 -5.908 -0.366 0.273 -0.244
H -0.247 -0.880 -7.141 -0.123 -0.001 -0.520
H -1.579 -2.996 -7.965 0.589 -0.429 0.337
H -2.584 -1.674 -7.857 -0.355 0.354 0.519
H -2.209 -3.649 -5.867 0.125 -0.541 0.388
H 0.327 -1.458 -4.956 -0.005 0.564 -0.007
C -2.157 5.330 -0.530 0.420 1.188 -0.768
C -1.962 6.774 -1.070 -0.375 -0.094 1.343
O -1.904 6.822 -2.461 -0.014 -0.463 -0.778
O -2.494 5.372 0.834 -0.589 -0.272 -0.393
H -1.301 4.679 -0.709 0.166 -0.056 -0.116
H -3.007 4.985 -1.119 -0.092 -0.478 0.279
H -1.125 7.322 -0.637 0.428 -0.334 0.217
H -2.847 7.262 -0.661 -0.302 0.316 -0.196
H -2.050 7.724 -2.758 -0.002 0.002 0.009
H -1.792 5.791 1.337 0.814 0.363 0.072
C 2.127 0.636 -5.412 0.786 0.960 1.003
C 3.337 0.109 -4.630 -1.304 0.236 0.463
O 4.464 0.064 -5.431 0.879 -0.041 -0.562
O 0.959 0.442 -4.621 0.189 -1.476 -1.052
H 2.134 0.235 -6.425 -0.620 -0.482 0.139
H 2.245 1.714 -5.517 0.172 0.196 -0.316
H 3.054 -0.857 -4.213 0.103 -0.365 -0.050
H 3.516 0.763 -3.776 -0.151 0.128 0.238
H 5.212 0.237 -4.854 0.218 -0.116 -0.178
H 0.814 1.243 -4.112 -0.153 0.531 0.346
C -4.563 1.851 -0.445 -0.785 -0.171 2.309
C -4.424 0.455 0.228 0.231 1.514 -0.898
O -4.309 0.634 1.608 0.297 0.438 0.895
O -4.543 1.755 -1.814 -0.155 -0.424 -0.989
H -3.797 2.560 -0.128 0.254 -0.232 0.032
H -5.508 2.276 -0.107 -0.118 0.251 0.153
H -3.517 0.061 -0.230 -0.105 -0.787 0.121
H -5.338 -0.097 0.009 0.150 -0.367 -0.348
H -4.565 -0.147 2.104 -0.009 -0.097 -0.190
H -5.330 1.272 -2.076 -0.072 -0.038 -0.359
C 3.508 -5.605 1.711 0.613 1.047 0.068
C 2.389 -4.582 1.962 1.145 0.200 -1.207
O 3.001 -3.301 2.228 -0.241 -1.530 0.484
O 3.020 -6.888 1.443 -0.264 -0.226 0.271
H 4.185 -5.583 2.565 -0.429 -0.547 0.549
H 4.225 -5.314 0.943 -0.372 0.484 -0.624
H 1.732 -5.021 2.712 0.102 0.438 0.487
H 1.774 -4.391 1.083 -0.169 -0.561 -0.364
H 2.312 -2.828 2.700 -0.435 0.876 -0.139
H 2.435 -6.775 0.690 -0.106 -0.323 -0.192
C -4.732 5.654 3.889 1.382 -0.170 1.244
C -4.138 4.219 3.925 -1.808 0.484 -0.182
C -4.953 3.249 4.834 1.993 0.162 0.052
O -4.973 3.777 6.166 -1.581 -0.147 -0.465
C -5.727 2.928 7.028 0.233 0.697 0.307
N -4.167 3.826 2.520 0.382 -0.893 0.180
H -4.860 6.012 4.911 -0.768 -0.120 0.065
H -5.602 5.737 3.237 0.024 -0.141 0.304
H -3.956 6.346 3.563 0.055 -0.037 -0.669
H -3.135 4.182 4.351 0.259 0.459 0.145
H -4.308 2.381 4.968 -0.012 -0.687 -0.538
H -5.881 2.879 4.400 -0.467 0.588 0.221
H -6.791 2.825 6.814 -0.103 0.098 -0.796
H -5.743 3.417 8.002 0.493 -0.273 0.146
H -5.290 1.929 7.048 0.113 -0.123 0.256
H -3.472 4.379 2.039 -0.268 0.513 -0.284
H -3.779 2.904 2.385 -0.251 -0.721 0.203
C 4.462 -2.911 -2.141 1.677 0.650 1.260
C 5.568 -2.329 -1.153 -0.782 -0.517 -0.896
C 6.988 -2.664 -1.608 0.223 -1.137 -1.044
O 7.373 -4.091 -1.670 -0.700 1.287 -1.757
C 7.410 -4.661 -0.422 0.099 0.434 1.137
N 5.389 -0.853 -1.076 0.355 -0.875 -0.143
H 3.522 -2.601 -1.682 -0.191 -0.306 -0.456
H 4.593 -3.992 -2.185 -0.290 -0.027 0.046
H 4.601 -2.510 -3.145 -0.173 0.160 0.032
H 5.395 -2.853 -0.213 -0.123 0.270 0.427
H 7.732 -2.128 -1.020 0.088 0.056 0.197
H 7.073 -2.378 -2.656 0.159 0.285 0.062
H 6.388 -4.647 -0.043 0.173 -0.120 0.869
H 8.126 -4.040 0.115 -0.277 0.003 1.128
H 7.802 -5.675 -0.334 -0.086 -0.119 -0.876
H 5.860 -0.459 -0.274 0.488 -0.146 0.165
H 4.415 -0.686 -0.868 -0.497 0.076 -0.263
C -0.750 -4.203 -2.816 -0.520 0.858 -0.648
C -1.701 -5.326 -3.212 2.531 1.125 -1.437
C -1.282 -6.070 -4.495 -0.693 -0.539 0.273
O -1.416 -5.259 -5.622 -0.775 1.468 -0.469
C -1.134 -5.842 -6.880 1.386 -1.278 0.987
N -1.767 -6.285 -2.161 -1.022 -0.614 0.212
H 0.313 -4.369 -2.642 -0.117 -0.899 0.097
H -1.179 -3.719 -1.939 0.106 0.176 0.100
H -0.755 -3.476 -3.628 -0.094 0.261 0.004
H -2.662 -4.861 -3.432 -0.251 0.151 -0.082
H -1.995 -6.893 -4.561 -0.252 -0.445 -0.261
H -0.309 -6.558 -4.441 0.415 0.330 0.228
H -0.050 -5.959 -6.870 0.302 -0.110 -0.551
H -1.405 -5.301 -7.786 -0.463 0.438 0.670
H -1.529 -6.857 -6.895 -0.368 -0.077 -0.290
H -2.647 -6.710 -2.418 -0.245 -1.144 0.687
H -1.995 -5.755 -1.332 0.117 -0.067 0.496
C -2.615 -3.473 1.077 1.724 1.056 -0.880
C -3.969 -2.966 0.691 1.110 0.254 0.005
C -4.131 -2.686 -0.818 0.903 -0.520 0.208
O -3.017 -2.024 -1.424 -0.453 0.215 -0.370
C -3.278 -1.780 -2.829 0.568 0.428 0.448
N -4.873 -4.000 1.146 -1.396 0.286 -0.291
H -1.867 -2.744 0.765 0.340 0.118 0.162
H -2.332 -4.388 0.555 -0.205 -0.320 0.233
H -2.562 -3.556 2.162 0.091 -0.312 -0.037
H -4.042 -2.042 1.265 -0.721 0.155 -0.004
H -5.044 -2.129 -1.027 -0.224 -0.262 -0.054
H -4.113 -3.685 -1.254 -0.727 -0.291 -0.425
H -2.417 -1.273 -3.265 0.235 -0.088 0.307
H -4.105 -1.084 -2.971 -0.345 -0.127 0.155
H -3.419 -2.674 -3.437 -0.222 -0.261 0.300
H -4.860 -4.715 0.434 -0.239 -0.323 -0.063
H -4.445 -4.421 1.958 -0.256 -0.111 0.170
C 1.158 -3.080 4.929 -0.694 1.006 0.633
C 0.246 -2.044 4.218 1.845 0.291 -0.135
C -0.160 -0.889 5.153 -0.827 -0.228 0.222
O -1.064 0.040 4.478 0.657 -0.815 0.500
C -1.274 1.258 5.205 0.122 -0.879 -0.095
N 1.065 -1.450 3.125 -1.355 0.006 -0.205
H 2.147 -2.635 5.044 -0.009 0.143 0.330
H 1.353 -4.045 4.461 -0.650 0.164 -0.185
H 0.691 -3.198 5.907 0.421 -0.551 0.235
H -0.623 -2.539 3.784 -0.087 0.185 -0.064
H 0.733 -0.402 5.545 0.299 0.399 -0.439
H -0.614 -1.295 6.057 -0.638 -0.055 0.083
H -1.575 1.045 6.231 0.279 -0.057 0.270
H -2.125 1.795 4.789 0.275 -0.009 -0.466
H -0.345 1.826 5.166 -0.148 0.363 0.204
H 0.462 -0.680 2.871 -0.106 0.342 -1.115
H 1.842 -0.924 3.500 0.306 -0.183 0.696
C 0.721 5.602 4.022 -0.158 -1.220 -2.194
C 1.028 6.006 2.526 0.823 0.927 1.271
C 1.338 4.898 1.534 0.727 -1.377 0.044
O 2.563 4.140 1.904 -1.150 0.882 0.440
C 3.095 3.277 0.916 -1.137 0.108 -1.442
N -0.191 6.741 2.085 0.208 0.010 0.070
H -0.156 4.994 3.803 -0.763 0.150 0.793
H 0.508 6.482 4.629 0.081 -0.255 0.020
H 1.372 4.863 4.489 0.563 0.574 -0.052
H 1.876 6.691 2.514 0.177 0.073 0.040
H 1.408 5.273 0.513 0.543 0.500 -0.073
H 0.444 4.281 1.446 0.011 -0.769 0.396
H 2.369 2.543 0.567 -0.410 -0.195 0.291
H 3.980 2.690 1.160 0.070 0.597 0.866
H 3.308 3.846 0.010 0.395 0.267 -0.126
H -0.658 7.072 2.917 -0.325 -0.277 0.335
H 0.065 7.630 1.680 0.248 -0.034 -0.646
C 5.631 -0.345 5.378 -0.861 1.338 -0.582
C 4.598 -0.778 4.331 0.373 -0.709 0.795
C 3.797 0.424 3.761 2.098 -0.500 0.243
O 2.932 0.912 4.797 0.252 0.588 -1.731
C 2.458 2.231 4.498 -0.879 0.088 0.044
N 5.239 -1.728 3.363 -1.181 2.292 0.624
H 6.143 -1.120 5.947 -0.279 -0.174 -0.215
H 5.027 0.288 6.027 0.435 0.036 0.579
H 6.360 0.307 4.895 0.270 -0.086 0.036
H 3.856 -1.317 4.920 -0.402 -0.313 0.088
H 3.388 0.208 2.774 -1.097 -0.398 0.132
H 4.566 1.132 3.451 0.052 0.820 0.463
H 1.694 2.338 3.727 -0.252 -1.044 -0.594
H 3.182 2.940 4.096 0.659 -0.137 0.693
H 1.899 2.585 5.364 0.668 0.145 0.395
H 4.403 -2.069 2.911 0.532 -1.162 -0.539
H 5.612 -2.404 4.014 0.023 -0.664 -0.496
C -1.493 2.348 -5.693 1.913 -0.381 -0.364
C -1.890 1.956 -4.306 0.781 2.568 0.731
C -1.077 2.889 -3.288 0.661 -1.763 0.248
O 0.391 2.708 -3.385 -1.806 0.912 -0.538
C 1.174 3.473 -2.483 0.886 -1.167 -0.775
N -3.295 2.317 -4.198 -0.464 -0.346 0.858
H -0.405 2.330 -5.769 0.224 -0.382 -0.064
H -1.663 3.409 -5.876 -0.898 -0.153 -0.292
H -1.848 1.614 -6.416 -0.413 0.588 -0.234
H -1.673 0.909 -4.096 -0.294 -0.011 0.053
H -1.308 2.577 -2.270 -0.333 -0.095 0.275
H -1.412 3.923 -3.367 0.413 0.261 -0.450
H 2.179 3.132 -2.731 0.284 -0.085 0.314
H 0.975 3.145 -1.462 -0.206 0.590 0.286
H 1.235 4.539 -2.700 -0.827 0.186 0.315
H -3.384 3.323 -4.180 0.254 0.501 -0.874
H -3.644 2.165 -3.263 0.049 -0.819 0.095
C 0.786 -1.504 -1.849 -1.137 -0.829 -0.202
C 1.109 -0.348 -0.957 0.875 2.453 0.211
C -0.037 0.130 -0.012 0.373 -2.733 -0.767
O 0.284 1.172 0.824 0.392 1.370 -0.173
C -0.869 1.659 1.481 0.440 -0.163 1.074
N 2.401 -0.587 -0.289 -0.446 -0.655 0.311
H 0.514 -2.374 -1.251 0.078 -0.139 0.249
H 1.536 -1.850 -2.560 0.499 0.486 0.347
H -0.086 -1.348 -2.484 -0.196 0.398 0.149
H 1.320 0.543 -1.549 -0.113 0.122 -0.585
H -0.209 -0.719 0.649 -0.681 -0.549 -0.004
H -0.925 0.335 -0.610 -0.227 0.047 -0.155
H -1.599 2.171 0.853 0.257 0.290 -0.361
H -0.463 2.282 2.278 -0.346 0.443 -0.111
H -1.417 0.871 1.997 -0.022 -0.395 -0.062
H 2.348 -1.514 0.109 0.194 -0.518 0.215
H 2.529 -0.010 0.530 -0.196 0.528 0.072
```
Forces are in eV/Å.

Energy relative to the best compared isomer or geometry (same formula, charge and spin)   43.9 kcal/mol
Multiplicity   1
Highest occupied orbital energy   -8.8 eV

These are the Löwdin partial charges, in e, on atoms 1 to 99: -0.23 -0.20 -0.07 -0.08 0.09 0.11 0.09 0.11 0.02 0.04 -0.22 -0.26 -0.05 -0.11 0.10 0.12 0.10 0.12 0.09 0.03 -0.20 -0.28 -0.04 -0.10 0.12 0.12 0.10 0.12 0.09 0.02 -0.24 -0.24 -0.06 -0.07 0.10 0.13 0.11 0.12 0.08 0.11 -0.26 -0.21 -0.12 -0.04 0.12 0.10 0.11 0.11 0.00 0.09 -0.05 -0.41 -0.19 -0.19 -0.11 0.05 0.07 0.08 0.06 0.12 0.09 0.13 0.08 0.09 0.08 0.02 0.04 -0.02 -0.41 -0.16 -0.20 -0.15 0.05 0.04 0.07 0.07 0.11 0.12 0.12 0.06 0.09 0.09 0.06 0.00 -0.06 -0.45 -0.19 -0.22 -0.07 0.05 0.09 0.05 0.06 0.13 0.12 0.14 0.09 0.09 0.09

=====

One molecule with the formula C5H6O2 in a non-equilibrium geometry. Source: OMol25; level of theory: ωB97M-V with the def2-TZVPD basis set.

XYZ file:
```
13
Properties=species:S:1:pos:R:3:forces:R:3
O 2.666 1.283 -0.179 -0.022 0.162 0.241
C 2.240 -0.051 -0.350 0.128 -0.359 -0.140
C 0.789 -0.199 -0.446 -0.220 -0.097 -0.351
C -0.390 -0.358 -0.624 0.928 0.143 -1.014
C -2.092 0.058 0.830 -1.226 0.527 -0.414
C -1.811 -0.543 -0.445 1.338 -0.742 0.320
O -2.777 0.385 -0.743 -0.310 -0.059 2.382
H 2.250 1.628 0.620 0.068 0.013 -0.132
H 2.609 -0.708 0.452 0.004 0.125 -0.107
H 2.679 -0.398 -1.288 0.104 0.055 0.097
H -1.715 1.046 1.036 0.453 -0.185 -0.121
H -2.284 -0.575 1.718 -1.499 0.494 -0.804
H -2.165 -1.567 -0.582 0.256 -0.079 0.043
```
Forces are in eV/Å.

SMILES   OCC#C[C@H]1CO1
Energy relative to the best compared isomer or geometry (same formula, charge and spin)   121.8 kcal/mol
Multiplicity   1
Highest occupied orbital energy   -9.4 eV

Formally, the Löwdin partial charges of the atoms, in units of the elementary charge, are as follows: -0.05 -0.28 0.02 0.04 0.09 -0.51 -0.01 0.09 0.12 0.12 0.10 0.12 0.15